1.
Density functional theory data (ωB97M-V with the def2-TZVPD basis set) for a structure of composition C5H8O.

Last column: Mulliken charge in e.
CARTESIAN COORDINATES (ANGSTROEM)
C (-1.01482, -0.79289, -0.75503)  -1.23
C (0.45341, -0.75837, -0.40250)  0.10
C (1.23757, 0.50182, 0.02325)  -0.12
C (0.47720, 1.29806, 1.05931)  -0.50
O (0.14771, 0.19164, 1.75766)  -0.20
C (1.00351, -0.65567, 0.95631)  -0.20
H (-1.60959, -0.19647, -0.05938)  0.30
H (-1.38083, -1.82531, -0.72533)  0.35
H (-1.17207, -0.40288, -1.76561)  0.30
H (1.08568, -1.37907, -1.03937)  0.39
H (2.11786, 0.83164, -0.51462)  0.40
H (-1.79055, 2.41767, -0.41625)  0.15
H (-1.24964, 2.42827, 0.10253)  -0.12
H (1.69347, -1.30372, 1.48408)  0.37

Cartesian forces, eV/Å:
C -0.024 0.034 0.045
C -0.050 -0.177 -0.023
C 0.183 0.352 -0.103
C 0.125 -0.308 -0.009
O -0.048 0.158 0.002
C 0.093 -0.306 0.046
H 0.095 -0.086 -0.100
H 0.060 0.160 -0.008
H 0.024 -0.043 0.161
H -0.070 0.114 0.105
H -0.154 -0.062 0.095
H 0.006 0.026 0.012
H -0.133 0.045 -0.104
H -0.106 0.094 -0.119

* lowest unoccupied orbital energy: 0.7 eV
* frontier orbital gap: 9.33 eV
* molar mass: 84.118 g/mol
* energy relative to the best compared isomer or geometry (same formula, charge and spin): 130.16 kcal per mole

***

2.
Density functional theory data (ωB97M-V with the def2-TZVPD basis set) for a cluster of 2 separate species, C5H8O in total at a distorted geometry.

Last column: Mulliken charge in e.
CARTESIAN COORDINATES (ANGSTROEM)
C (1.19853, 1.45923, -0.51753)  -1.32
C (1.00795, 0.15056, 0.22186)  0.25
C (-0.04912, -0.16777, 1.16546)  -0.61
C (-0.06919, -0.91157, -0.25099)  -0.52
C (-1.01985, -0.41723, -1.07624)  0.61
O (-1.87977, 0.02676, -1.70755)  -0.32
H (0.23783, 1.92310, -0.76737)  0.32
H (1.72736, 2.15389, 0.14372)  0.34
H (1.78616, 1.35371, -1.43658)  0.32
H (1.93815, -0.41421, 0.33492)  0.35
H (-0.81896, 0.62142, 1.18475)  0.22
H (-1.78616, -1.73149, 1.63651)  -0.19
H (0.14275, -1.97492, -0.34341)  0.34
H (-2.41569, -2.07149, 1.41247)  0.20

Cartesian forces, eV/Å:
C -0.079 0.075 -0.004
C 0.121 0.049 -0.007
C 0.115 0.245 -0.001
C -0.124 -0.200 -0.290
C -0.713 0.475 -0.392
O 0.934 -0.479 0.610
H 0.089 -0.059 0.037
H -0.048 -0.093 -0.091
H -0.078 -0.034 0.156
H -0.152 0.049 -0.008
H 0.093 -0.108 -0.059
H -0.125 -0.077 -0.011
H -0.044 0.166 0.010
H 0.010 -0.008 0.050

* lowest unoccupied orbital energy: 0.3 eV
* frontier orbital gap: 7.90 eV
* molar mass: 84.118 g/mol
* energy relative to the best compared isomer or geometry (same formula, charge and spin): 118.69 kcal per mole

***

3.
Density functional theory data (ωB97M-V with the def2-TZVPD basis set) for the molecule C5H8O.

Last column: Mulliken charge in e.
CARTESIAN COORDINATES (ANGSTROEM)
C (-0.30429, -2.05951, -2.15821)  -1.25
C (-0.15800, -0.94456, -1.22256)  0.40
C (0.11806, -0.02142, -0.49606)  0.16
C (0.81721, 1.05332, 0.23567)  -0.53
O (0.03884, 1.93251, 1.00118)  -0.35
C (-0.51058, 1.32615, 2.14451)  -0.69
H (-0.88836, -2.88679, -1.74963)  0.30
H (-0.75597, -1.74064, -3.10192)  0.28
H (0.69813, -2.43849, -2.37860)  0.28
H (1.33200, 1.67240, -0.50549)  0.28
H (1.58400, 0.57162, 0.86586)  0.31
H (0.26615, 0.81476, 2.73622)  0.30
H (-0.94875, 2.12539, 2.74798)  0.22
H (-1.28844, 0.59526, 1.88104)  0.28

Cartesian forces, eV/Å:
C -0.009 -0.024 -0.044
C 0.226 0.403 0.309
C -0.003 -0.414 -0.379
C 0.230 -0.068 -0.141
O -0.050 0.038 -0.067
C -0.156 -0.100 0.254
H -0.005 0.136 0.016
H 0.005 -0.025 0.155
H -0.127 -0.030 -0.035
H -0.040 -0.057 0.123
H -0.093 0.131 -0.049
H -0.116 0.093 -0.092
H 0.028 -0.174 -0.088
H 0.111 0.091 0.035

* lowest unoccupied orbital energy: 1.0 eV
* frontier orbital gap: 10.56 eV
* structure (SMILES): CC#CCOC
* molar mass: 84.118 g/mol
* energy relative to the best compared isomer or geometry (same formula, charge and spin): 58.37 kcal per mole

***

4.
Density functional theory data (ωB97M-V with the def2-TZVPD basis set) for a structure of composition C5H8O.

Last column: Mulliken charge in e.
CARTESIAN COORDINATES (ANGSTROEM)
C (-1.70168, -0.63101, 0.16299)  -1.23
C (-0.72182, 0.40783, -0.33482)  0.35
O (-0.21420, 1.24562, 0.73576)  -0.45
C (1.09909, 0.98917, 0.28878)  -0.02
C (1.48105, -0.44910, 0.38116)  -0.67
C (0.70131, 0.04742, -0.80281)  -0.30
H (-2.49019, -0.13512, 0.74005)  0.31
H (-1.22000, -1.36617, 0.81531)  0.25
H (-2.16530, -1.15328, -0.68045)  0.33
H (-1.19244, 1.06410, -1.07565)  0.31
H (1.83504, 1.78723, 0.25374)  0.38
H (2.56501, -0.50726, 0.34932)  0.26
H (1.01442, -1.14773, 1.07065)  0.15
H (0.99402, 0.01210, -1.84692)  0.33

Cartesian forces, eV/Å:
C 0.016 -0.034 -0.029
C -0.314 -0.143 -0.152
O -0.105 0.111 0.074
C 0.308 0.256 0.093
C 0.264 0.066 0.388
C -0.066 0.040 -0.295
H 0.102 -0.072 -0.117
H -0.048 0.120 -0.113
H 0.069 0.045 0.107
H 0.018 -0.124 0.026
H -0.194 -0.055 0.220
H -0.139 -0.470 -0.561
H 0.040 0.307 0.113
H 0.049 -0.048 0.245

* lowest unoccupied orbital energy: 1.2 eV
* frontier orbital gap: 10.36 eV
* molar mass: 84.118 g/mol
* energy relative to the best compared isomer or geometry (same formula, charge and spin): 54.22 kcal per mole

***

5.
Density functional theory data (ωB97M-V with the def2-TZVPD basis set) for the molecule C5H8O.

Last column: Mulliken charge in e.
CARTESIAN COORDINATES (ANGSTROEM)
C (0.85502, -1.02079, -1.16084)  -0.66
C (-0.50014, -1.39800, -0.63843)  -0.59
C (0.39762, -0.50827, 0.17600)  -0.09
C (0.05340, 0.93486, 0.34779)  0.06
C (-0.47077, 1.45346, 1.61042)  -0.43
O (0.87951, 1.68261, 1.22886)  -0.44
H (0.89696, -0.31140, -1.98400)  0.24
H (1.63479, -1.77616, -1.18301)  0.25
H (-0.65763, -2.41353, -0.28747)  0.25
H (-1.37050, -0.95014, -1.11177)  0.24
H (0.86044, -0.94550, 1.05775)  0.37
H (-0.21314, 1.46577, -0.57033)  0.31
H (-1.10953, 2.33646, 1.61748)  0.26
H (-0.61329, 0.76635, 2.44456)  0.23

Cartesian forces, eV/Å:
C 0.175 0.011 -0.120
C -0.186 -0.077 -0.010
C 0.032 0.069 0.128
C -0.115 -0.169 -0.242
C -0.270 -0.008 0.145
O 0.218 0.105 0.018
H -0.014 -0.090 0.159
H -0.144 0.114 0.025
H 0.038 0.169 -0.064
H 0.155 -0.036 0.078
H -0.079 0.043 -0.120
H 0.023 -0.092 0.125
H 0.103 -0.132 -0.015
H 0.065 0.093 -0.106

* lowest unoccupied orbital energy: 1.2 eV
* frontier orbital gap: 11.18 eV
* structure (SMILES): C1CC1[C@H]1CO1
* molar mass: 84.118 g/mol
* energy relative to the best compared isomer or geometry (same formula, charge and spin): 50.22 kcal per mole

***

6.
Density functional theory data (ωB97M-V with the def2-TZVPD basis set) for the molecule C5H8O.

Last column: Mulliken charge in e.
CARTESIAN COORDINATES (ANGSTROEM)
C (2.68347, 0.39898, -0.35245)  0.14
C (1.68856, 0.43488, 0.32336)  -0.71
C (0.30791, 0.66741, 0.73772)  -0.53
C (-0.65496, -0.50305, 0.36059)  0.50
C (-1.65569, -0.00766, -0.66906)  -1.45
O (-0.01210, -1.61875, -0.22000)  -0.53
H (3.45912, 0.45910, -1.07795)  0.41
H (0.04178, 1.54725, 0.14070)  0.25
H (0.20357, 0.95703, 1.78847)  0.33
H (-1.18474, -0.81557, 1.27384)  0.19
H (-1.11274, 0.27304, -1.57911)  0.35
H (-2.37725, -0.78796, -0.92164)  0.35
H (-2.19180, 0.87105, -0.29545)  0.38
H (0.80661, -1.79870, 0.26054)  0.32

Cartesian forces, eV/Å:
C -0.367 0.027 0.176
C 0.367 0.223 -0.613
C 0.007 0.079 -0.009
C -0.279 0.248 0.074
C -0.069 -0.008 -0.030
O 0.189 -0.073 0.168
H 0.255 -0.192 0.266
H -0.230 -0.033 0.229
H 0.133 -0.200 -0.123
H 0.092 0.031 -0.138
H -0.099 -0.034 0.122
H 0.070 0.073 0.037
H 0.026 -0.149 -0.038
H -0.095 0.007 -0.120

* lowest unoccupied orbital energy: 0.9 eV
* frontier orbital gap: 10.92 eV
* structure (SMILES): C#CC[C@@H](C)O
* molar mass: 84.118 g/mol
* energy relative to the best compared isomer or geometry (same formula, charge and spin): 54.86 kcal per mole

***

7.
Density functional theory data (ωB97M-V with the def2-TZVPD basis set) for a structure of composition C5H8O.

Last column: Mulliken charge in e.
CARTESIAN COORDINATES (ANGSTROEM)
C (-1.08952, -0.97764, -0.54819)  -0.80
C (-1.62745, 0.43782, -0.45300)  -0.65
C (-0.21871, 0.14966, -0.10105)  0.73
C (0.69944, 0.22280, 1.11088)  -0.38
C (1.77631, 0.24218, 0.01517)  -0.40
O (0.80713, 0.58967, -0.99127)  -0.45
H (-0.86094, -1.37200, -1.53097)  0.23
H (-1.45379, -1.70822, 0.17256)  0.26
H (-2.38656, 0.64556, 0.29347)  0.24
H (-1.73808, 0.99839, -1.37495)  0.23
H (0.69999, -0.60338, 1.83149)  0.28
H (0.62873, 1.16895, 1.65492)  0.21
H (2.58936, 0.96880, 0.09300)  0.27
H (2.17410, -0.76258, -0.17206)  0.23

Cartesian forces, eV/Å:
C 0.036 -0.227 -0.106
C -0.134 0.178 -0.003
C -0.365 -0.126 0.133
C -0.092 0.078 0.146
C 0.418 -0.092 0.256
O 0.046 -0.066 0.108
H -0.109 0.005 0.025
H 0.146 0.215 -0.085
H 0.238 0.031 0.057
H -0.064 -0.100 0.035
H -0.052 0.109 -0.337
H -0.018 -0.068 -0.160
H -0.143 -0.071 -0.053
H 0.093 0.135 -0.016

* lowest unoccupied orbital energy: 1.2 eV
* frontier orbital gap: 10.28 eV
* molar mass: 84.118 g/mol
* energy relative to the best compared isomer or geometry (same formula, charge and spin): 51.17 kcal per mole

***

8.
Density functional theory data (ωB97M-V with the def2-TZVPD basis set) for the molecule C5H8O at a distorted geometry.

Last column: Mulliken charge in e.
CARTESIAN COORDINATES (ANGSTROEM)
C (1.95136, -0.82553, 0.44383)  -0.78
C (0.81642, -0.16907, 0.54209)  0.31
O (-0.03693, -0.21582, 1.94633)  -0.45
C (-1.09908, 0.20144, 1.20353)  -0.48
C (-0.14628, 0.63567, -0.17203)  0.24
C (-0.64403, 0.15961, -1.52278)  -1.27
H (2.62833, -0.59174, -0.37214)  0.24
H (2.27007, -1.52162, 1.20767)  0.28
H (-1.64133, 1.07969, 1.58874)  0.30
H (-1.77111, -0.59490, 0.85384)  0.27
H (0.01189, 1.71250, -0.09998)  0.33
H (0.13883, 0.20689, -2.28566)  0.33
H (-1.00817, -0.87008, -1.47464)  0.32
H (-1.46998, 0.79293, -1.85880)  0.34

Cartesian forces, eV/Å:
C 0.000 0.315 -0.127
C 0.189 -1.138 4.382
O 3.480 -0.669 -2.644
C -0.860 1.931 -3.716
C -2.978 -0.035 1.788
C 0.116 0.185 -0.109
H -0.261 -0.362 -0.189
H 0.030 0.238 0.083
H -0.004 -0.465 0.203
H -0.089 0.083 0.320
H 0.234 -0.088 -0.141
H -0.054 -0.010 0.050
H 0.111 0.073 0.067
H 0.087 -0.059 0.031

* lowest unoccupied orbital energy: 1.0 eV
* frontier orbital gap: 10.07 eV
* structure (SMILES): C=C1OC[C@@H]1C
* molar mass: 84.118 g/mol
* energy relative to the best compared isomer or geometry (same formula, charge and spin): 68.36 kcal per mole